Record 1
{
  "formula": "C11H31Cl4O10P",
  "method": "ωB97M-V/def2-TZVPD",
  "species": ["C", "O", "P", "O", "O", "C", "O", "C", "H", "H", "H", "H", "H", "H", "H", "H", "H", "C", "C", "O", "O", "H", "H", "H", "H", "H", "H", "C", "C", "O", "O", "H", "H", "H", "H", "H", "H", "C", "C", "O", "O", "H", "H", "H", "H", "H", "H", "C", "Cl", "Cl", "H", "H", "C", "Cl", "Cl", "H", "H"],
  "coordinates": [[2.1613, -2.5532, -1.2096], [0.7817, -2.3472, -1.4288], [-0.0774, -3.4233, -2.2446], [-1.4285, -3.0721, -2.7089], [1.0292, -3.5852, -3.4497], [0.7957, -4.7568, -4.3006], [-0.0521, -4.8695, -1.4960], [0.3628, -5.0497, -0.1434], [2.7272, -1.8395, -1.8083], [2.3820, -3.6095, -1.3632], [2.3615, -2.5062, -0.1392], [0.1193, -5.4674, -3.8255], [1.7112, -5.3484, -4.2991], [0.4906, -4.7755, -5.3468], [-0.5708, -5.1848, 0.4026], [0.7561, -4.2132, 0.4343], [0.9106, -5.9839, -0.0195], [-4.4071, 0.8276, -3.5485], [-4.3212, 0.3788, -2.0439], [-3.1804, -0.3607, -1.9468], [-4.9565, -0.1382, -4.5340], [-3.4885, 1.3183, -3.8704], [-5.0802, 1.6821, -3.6179], [-5.0974, -0.2993, -1.6893], [-4.2309, 1.3000, -1.4683], [-3.2664, -1.2047, -2.3961], [-4.9874, 0.1917, -5.4350], [1.1505, 1.2980, 5.6243], [0.1798, 2.0737, 4.6030], [-1.0017, 1.2363, 4.4905], [0.5265, 1.1671, 6.8929], [2.0628, 1.8758, 5.7729], [1.3901, 0.2944, 5.2731], [0.6330, 2.1174, 3.6126], [-0.0999, 3.1192, 4.7328], [-1.6237, 1.3495, 5.2130], [0.0362, 0.3433, 6.8423], [1.5872, 3.7739, -0.3755], [0.4923, 4.8666, -0.6954], [0.8273, 6.2480, -0.7488], [2.0684, 4.0471, 0.9143], [2.3798, 3.8658, -1.1181], [1.0641, 2.8193, -0.4321], [-0.3589, 4.6724, -0.0429], [0.1156, 4.4871, -1.6452], [1.7463, 6.4542, -0.9347], [1.9723, 4.9955, 1.0278], [3.5179, 1.2370, 2.2774], [3.6190, -0.5250, 2.3558], [5.1226, 1.9801, 2.0371], [2.9094, 1.4303, 1.3939], [2.9425, 1.7494, 3.0484], [-1.0389, -0.4111, 0.6176], [0.0201, 0.8652, 1.2504], [-0.7830, -1.9772, 1.3905], [-2.0766, -0.0811, 0.5673], [-0.8251, -0.4824, -0.4488]],
  "e_tot_ev": -91761.47766,
  "homo_ev": -9.91,
  "homo_lumo_gap_ev": 10.43,
  "max_force_ha_per_bohr": 0.0603,
  "de_lowest_kcal_mol": 35.4,
  "smiles": "COP(=O)(OC)OC.ClCCl.ClCCl.OCCO.OCCO.OCCO"
}

=====

Record 2
{
  "formula": "C2H4N2O",
  "method": "ωB97M-V/def2-TZVPD",
  "species": ["N", "C", "N", "C", "O", "H", "H", "H", "H"],
  "coordinates": [[0.8287, 0.8436, 0.5409], [0.4016, 0.1032, -0.6176], [-0.3626, -1.1260, -0.4230], [-0.9695, 0.1166, -0.0829], [-0.4798, 0.5625, 1.1905], [1.6817, 0.4820, 0.9858], [0.9618, 0.2164, -1.5331], [-0.1424, -1.6851, 0.3958], [-1.9193, 0.4869, -0.4564]],
  "e_tot_ev": -7162.23756,
  "homo_ev": -9.46,
  "homo_lumo_gap_ev": 10.60,
  "max_force_ha_per_bohr": 0.0215,
  "de_lowest_kcal_mol": 97.8,
  "smiles": "N1O[C@@H]2N[C@H]12"
}

=====

Record 3
{
  "formula": "C3H11N2O",
  "method": "ωB97M-V/def2-TZVPD",
  "species": ["C", "N", "H", "H", "H", "H", "H", "H", "C", "C", "O", "N", "H", "H", "H", "H", "H"],
  "coordinates": [[2.3106, -0.0469, -0.9840], [1.8405, 1.4014, -1.1044], [2.3805, 2.2163, -0.9275], [1.3701, 1.6301, -1.9689], [1.0658, 1.4566, -0.4449], [2.3568, -0.5334, -2.0342], [1.4174, -0.6330, -0.6007], [3.1735, -0.1566, -0.3730], [-1.2418, -1.5853, 1.1483], [-1.4313, -0.1350, 0.8205], [-0.5993, 0.6094, 0.3640], [-2.7244, 0.5005, 0.8504], [-1.7582, -2.1020, 0.3922], [-1.6662, -1.9772, 2.1593], [-2.8300, 1.3687, 0.4700], [-3.4881, -0.0964, 1.0681], [-0.1761, -1.9173, 1.1648]],
  "e_tot_ev": -8313.43418,
  "homo_ev": [-2.95, -10.44],
  "homo_lumo_gap_ev": [3.54, 10.96],
  "max_force_ha_per_bohr": 0.1209,
  "multiplicity": 2,
  "de_lowest_kcal_mol": 36.9
}

=====

Record 4
{
  "formula": "C22H49O11PS6",
  "method": "ωB97M-V/def2-TZVPD",
  "species": ["C", "C", "O", "C", "C", "C", "C", "P", "O", "O", "C", "O", "C", "C", "C", "O", "H", "H", "H", "H", "H", "H", "H", "H", "H", "H", "H", "H", "H", "C", "S", "O", "C", "H", "H", "H", "H", "H", "H", "C", "S", "O", "C", "H", "H", "H", "H", "H", "H", "C", "S", "O", "C", "H", "H", "H", "H", "H", "H", "C", "S", "O", "C", "H", "H", "H", "H", "H", "H", "C", "S", "O", "C", "H", "H", "H", "H", "H", "H", "C", "S", "O", "C", "H", "H", "H", "H", "H", "H"],
  "coordinates": [[3.4209, 0.0982, 2.3979], [3.3934, 1.5988, 2.7125], [2.9852, 2.2625, 1.5126], [1.9968, 3.2476, 1.6486], [0.7525, 2.9199, 0.8167], [-0.1733, 1.8945, 1.3993], [-0.9113, 2.0363, 2.5197], [-0.9632, 3.5295, 3.6254], [0.3346, 3.2920, 4.6278], [-0.6049, 4.8329, 2.6879], [-1.8440, 0.9726, 2.9903], [-2.4163, 1.0806, 4.0716], [-2.0858, -0.1853, 2.1191], [-1.3871, -0.3410, 1.0017], [-0.3294, 0.6142, 0.6194], [0.3659, 0.3414, -0.3495], [2.4406, -0.2905, 2.6532], [3.5480, 0.0453, 1.3254], [4.2289, -0.3841, 2.9331], [2.7016, 1.7613, 3.5356], [4.3838, 1.9547, 2.9761], [2.4013, 4.1738, 1.2314], [1.7610, 3.4695, 2.6861], [1.1056, 2.5177, -0.1265], [0.1963, 3.8315, 0.6265], [0.6684, 2.4014, 4.4791], [0.3167, 4.8734, 2.3933], [-2.8443, -0.8848, 2.4239], [-1.5578, -1.1844, 0.3600], [-5.3021, 1.9703, -2.0942], [-4.3833, 0.4291, -2.0340], [-3.7025, 0.3788, -0.7050], [-3.1401, 0.9086, -3.2384], [-6.1162, 1.9033, -1.3760], [-4.6451, 2.7997, -1.8305], [-5.7077, 2.1043, -3.0964], [-2.6262, 1.8082, -2.8977], [-3.6231, 1.0822, -4.1993], [-2.4275, 0.0915, -3.3291], [2.6404, -4.3465, -1.3889], [2.7639, -2.9005, -0.3327], [3.5627, -3.2900, 0.8633], [1.0412, -2.8827, 0.1699], [3.6307, -4.5630, -1.7816], [2.2836, -5.1971, -0.8136], [1.9613, -4.1396, -2.2136], [0.7868, -3.8316, 0.6441], [0.4136, -2.7165, -0.7054], [0.8994, -2.0690, 0.8758], [-0.7228, 7.3632, 4.6695], [-0.2627, 8.2701, 3.1882], [1.1993, 8.5288, 3.2697], [-1.0970, 9.7910, 3.6661], [-0.2678, 6.3804, 4.6187], [-0.3568, 7.8958, 5.5477], [-1.8069, 7.2589, 4.7088], [-0.7049, 10.1388, 4.6217], [-2.1690, 9.6075, 3.7376], [-0.9047, 10.5362, 2.8971], [8.9241, -0.9678, 0.7577], [7.4106, -0.1496, 1.2814], [7.2041, -0.4837, 2.7153], [6.2977, -1.1771, 0.3206], [9.7573, -0.4977, 1.2755], [8.8769, -2.0250, 1.0194], [9.0467, -0.8463, -0.3186], [6.4201, -2.2236, 0.5987], [6.5053, -1.0389, -0.7413], [5.2810, -0.8656, 0.5366], [1.3642, -9.3194, -2.7181], [1.5000, -7.8119, -3.6863], [1.9841, -6.7473, -2.7673], [-0.2680, -7.5624, -3.8941], [2.3687, -9.6303, -2.4400], [0.7771, -9.1265, -1.8204], [0.8952, -10.0962, -3.3219], [-0.7450, -7.4884, -2.9167], [-0.6865, -8.3938, -4.4611], [-0.4131, -6.6358, -4.4452], [-6.9343, -3.1495, -4.3099], [-6.7123, -1.6442, -5.2656], [-6.1704, -0.6191, -4.3346], [-8.4623, -1.2938, -5.4745], [-5.9495, -3.5188, -4.0327], [-7.5111, -2.9312, -3.4113], [-7.4455, -3.8932, -4.9211], [-8.9364, -1.2020, -4.4974], [-8.9256, -2.0951, -6.0500], [-8.5539, -0.3556, -6.0171]],
  "e_tot_ev": -120425.73251,
  "homo_ev": -8.40,
  "homo_lumo_gap_ev": 7.16,
  "max_force_ha_per_bohr": 0.0437
}